{
  "formula": "C16H36Br4N4O4",
  "method": "the ωB97M-V functional and the def2-TZVPD basis",
  "homo_ev": -9.10,
  "smiles": "CN(C)C=O.CN(C)C=O.CN(C)C=O.CN(C)C=O.BrCCBr.BrCCBr",
  "charge": 0,
  "orbital_gap_ev": 9.675,
  "elements": ["C", "Br", "C", "C", "Br", "H", "C", "H", "H", "H", "N", "H", "H", "C", "O", "O", "H", "H", "H", "H", "C", "C", "H", "H", "H", "H", "H", "C", "C", "H", "H", "C", "Br", "H", "C", "H", "H", "H", "O", "N", "H", "C", "Br", "H", "O", "C", "H", "N", "H", "C", "H", "H", "H", "H", "C", "H", "H", "H", "H", "N", "H", "H", "H", "C"],
  "coordinates": [[1.018, 4.480, 1.984], [1.226, -2.566, -3.963], [1.287, -0.670, 1.451], [-0.016, 0.915, -5.017], [-0.437, -1.468, 6.574], [-5.551, 0.043, 1.900], [-4.448, 0.099, 1.973], [4.188, 4.716, 3.158], [3.056, -3.772, -6.046], [0.122, -2.858, -6.187], [-4.013, -0.655, 2.986], [-2.390, -0.568, 4.332], [-1.233, -0.703, -3.583], [-1.403, -0.022, -6.902], [1.160, -1.051, 2.605], [-3.780, 0.765, 1.208], [-0.120, -2.895, 1.537], [3.116, 6.062, 2.829], [-5.909, -1.137, 3.880], [-2.277, -0.655, -7.016], [1.403, -0.904, 6.280], [-1.605, -0.823, -4.612], [-1.685, 1.019, -7.121], [0.711, 0.371, 4.669], [-1.956, -0.038, 2.753], [-2.236, -1.743, 2.988], [-0.538, 1.844, -4.770], [1.369, 0.411, 5.528], [-4.854, -1.385, 3.932], [0.888, 5.560, 1.954], [0.331, 4.066, 2.732], [-2.587, -0.753, 3.276], [3.088, 0.681, 4.656], [1.839, -0.910, 7.275], [2.936, 3.054, 1.692], [1.184, 1.235, 6.208], [-1.339, -2.082, 0.553], [-0.141, -0.693, -1.474], [-2.554, -1.556, -4.809], [2.403, 4.144, 2.306], [3.765, 2.599, 2.268], [0.805, -0.754, -0.915], [2.066, -3.750, -8.373], [-0.647, -0.233, -7.661], [2.514, 2.512, 0.689], [-0.276, -2.351, 0.616], [2.907, 5.067, 4.227], [-0.968, -0.049, -5.529], [0.576, 0.554, -4.179], [3.138, 5.021, 3.157], [0.674, 4.007, 1.070], [0.778, -4.376, -5.599], [0.752, 1.171, -5.753], [2.653, -2.138, -6.571], [2.303, -3.165, -6.541], [-4.476, -1.083, 4.910], [1.094, 0.297, -0.972], [1.926, -1.676, 5.722], [1.443, -1.374, -1.549], [0.567, -1.196, 0.425], [-4.688, -2.455, 3.806], [-0.143, -2.962, -0.285], [1.977, 0.105, 1.091], [1.008, -3.330, -5.772]],
  "forces_ev_per_a": [[-0.320, -0.114, 0.379], [0.108, -0.219, -0.430], [-0.595, -0.664, -0.286], [0.294, 0.643, -0.650], [-0.094, -0.147, 0.033], [0.012, 0.126, -0.100], [-0.955, 0.174, -0.322], [-0.022, 0.016, -0.216], [0.156, -0.072, -0.323], [0.183, 0.224, -0.154], [0.817, -0.003, 0.547], [-0.166, -0.280, 0.125], [0.291, 0.188, -0.137], [-0.303, 1.343, -0.225], [0.136, 0.324, 0.025], [0.171, -0.119, 0.100], [0.444, 0.091, 0.055], [-0.125, -0.086, -0.386], [-0.015, 0.065, -0.337], [0.059, -0.119, 0.002], [0.027, -0.345, -0.168], [-0.662, -0.012, 0.273], [-0.283, -0.169, -0.087], [-0.328, -0.030, 0.221], [-0.506, 0.142, -0.402], [0.159, -0.142, 0.261], [0.199, 0.050, 0.214], [0.468, -0.424, 0.078], [0.783, 0.468, -0.116], [-0.020, 0.013, -0.165], [0.217, 0.220, 0.285], [0.275, -0.057, -0.077], [0.373, 0.285, 0.279], [0.096, 0.555, -0.046], [0.452, -0.345, 0.537], [-0.093, 0.180, -0.226], [0.085, 0.217, 0.265], [-0.138, -0.360, 0.275], [0.195, -0.113, -0.463], [-1.288, -0.241, -0.718], [0.264, 0.455, -0.291], [-1.132, 0.837, -1.226], [0.034, -0.073, 0.058], [0.259, -0.488, 0.382], [-0.312, 0.040, 0.169], [-0.939, -0.018, -1.260], [-0.724, -0.462, -0.125], [0.639, -0.945, 0.681], [-0.460, -0.223, 0.251], [1.377, 0.210, 0.827], [0.470, 0.205, -0.323], [0.057, -0.026, -0.060], [-0.269, -0.143, -0.277], [-0.128, 0.064, -0.055], [-0.273, 0.081, 0.554], [-0.302, -0.265, 0.229], [0.619, -0.168, 0.426], [-0.351, -0.040, -0.241], [0.360, -0.109, 0.496], [0.779, 0.196, 0.649], [-0.195, -0.110, 0.073], [0.194, -0.409, 0.426], [0.065, 0.168, 0.350], [-0.119, -0.044, 0.369]],
  "mulliken_charge": [-0.95, -0.05, 0.15, -0.95, -0.19, 0.27, 0.11, 0.33, 0.38, 0.33, 0.21, 0.32, 0.24, -1.03, -0.63, -0.57, 0.36, 0.33, 0.33, 0.34, -0.56, 0.20, 0.38, 0.02, 0.29, 0.34, 0.34, -0.33, -0.88, 0.29, 0.30, -1.03, -0.18, 0.41, 0.08, 0.48, 0.24, 0.34, -0.62, 0.22, 0.34, -1.07, -0.16, 0.28, -0.61, -0.98, 0.32, 0.25, 0.26, -0.95, 0.31, 0.43, 0.34, 0.37, -0.56, 0.30, 0.38, 0.35, 0.15, 0.25, 0.30, 0.34, 0.34, -0.63]
}



{
  "formula": "F6LiN3O12S6",
  "method": "the ωB97M-V functional and the def2-TZVPD basis",
  "homo_ev": -4.51,
  "charge": -2,
  "orbital_gap_ev": 9.314,
  "elements": ["O", "N", "F", "O", "Li", "N", "O", "O", "O", "F", "S", "O", "F", "S", "O", "O", "S", "F", "O", "S", "S", "F", "O", "N", "S", "O", "F", "O"],
  "coordinates": [[16.128, 16.770, 2.637], [13.669, 16.335, 2.055], [16.268, 17.473, 0.088], [15.095, 14.689, 3.399], [16.680, 18.642, 2.083], [17.462, 19.873, 3.378], [16.521, 19.396, -1.233], [18.250, 17.813, 4.762], [12.958, 13.938, 1.397], [14.453, 16.817, 4.258], [14.934, 16.041, 2.975], [15.603, 19.581, 5.092], [14.137, 21.384, 1.865], [15.497, 18.717, -0.514], [16.222, 21.614, 0.821], [17.721, 20.597, 5.831], [13.670, 15.102, 0.989], [12.628, 15.772, -0.003], [14.198, 21.227, -0.507], [15.009, 20.902, 0.626], [18.688, 18.871, 3.931], [16.273, 21.721, 4.356], [19.931, 19.526, 4.103], [15.117, 19.355, 0.993], [16.796, 20.288, 4.790], [14.876, 14.983, 0.249], [18.851, 18.133, 2.505], [14.360, 18.189, -1.165]],
  "forces_ev_per_a": [[0.142, 0.090, -0.216], [1.122, -1.678, -0.360], [0.053, -0.019, -0.114], [0.195, -0.262, -0.109], [-0.517, -0.609, -0.085], [1.667, -1.214, 2.348], [-0.012, 0.391, -0.224], [0.119, -0.042, 0.748], [0.156, -0.458, 0.323], [-0.197, -0.060, 0.001], [-0.234, 1.307, 1.221], [-0.094, -0.351, 0.115], [-0.081, -0.393, -0.034], [-0.225, -1.314, 1.608], [0.628, 0.268, -0.159], [0.408, -0.362, 0.101], [-1.772, 1.373, -0.489], [0.186, 0.089, -0.083], [0.055, -0.367, -0.084], [-0.745, 1.808, 1.473], [-0.365, 0.102, -2.404], [0.017, -0.073, -0.182], [0.371, 0.109, 0.366], [0.611, 0.033, -2.574], [-1.641, 1.860, -0.422], [0.414, -0.365, -0.156], [-0.050, 0.184, -0.137], [-0.210, -0.049, -0.472]],
  "mulliken_charge": [-0.59, -0.29, -0.23, -0.60, 1.18, -0.41, -0.59, -0.49, -0.61, -0.27, 0.99, -0.55, -0.28, 1.17, -0.59, -0.64, 1.09, -0.27, -0.66, 1.08, 1.11, -0.27, -0.61, -0.35, 1.07, -0.54, -0.31, -0.56]
}



{
  "formula": "C15H24HgN7OS2",
  "method": "the ωB97M-V functional and the def2-TZVPD basis",
  "multiplicity": 2,
  "s2": 0.753,
  "homo_ev": [-6.48, -6.82],
  "charge": 0,
  "orbital_gap_ev": [7.000, 6.073],
  "elements": ["S", "H", "H", "H", "H", "H", "C", "H", "O", "C", "C", "C", "C", "H", "H", "H", "C", "S", "H", "C", "C", "C", "C", "H", "N", "Hg", "C", "H", "N", "N", "H", "C", "H", "N", "H", "H", "H", "H", "N", "N", "H", "C", "H", "H", "H", "C", "N", "H", "C", "H"],
  "coordinates": [[0.147, -0.863, -1.316], [-2.240, -0.993, -5.009], [4.784, -0.357, 2.805], [4.134, 0.335, 4.640], [-0.826, -2.636, -2.979], [-1.576, -0.691, 2.107], [0.360, -0.117, 5.199], [-3.976, -1.105, 1.767], [-0.020, -0.138, 2.872], [3.069, 0.177, 4.782], [0.801, 2.145, -3.455], [2.596, 0.092, 6.071], [-0.728, -0.682, -2.747], [3.272, 0.168, 6.912], [-2.307, -2.724, -4.842], [1.555, 1.401, -3.190], [-0.531, 1.786, -2.811], [-3.273, 2.027, 0.168], [2.976, 0.582, -0.845], [4.390, 0.062, 0.755], [1.220, -0.069, 6.270], [2.808, 0.175, 2.327], [-4.041, 0.725, 0.880], [-1.286, 2.542, -3.024], [4.125, -0.078, 2.101], [-0.017, 1.463, 1.056], [-1.636, -1.868, -4.771], [0.716, 2.179, -4.543], [-1.046, 0.506, -3.284], [-2.058, -0.541, 1.220], [-0.423, 1.714, -1.733], [-0.488, -2.011, -5.763], [0.830, -0.148, 7.278], [-1.180, -1.788, -3.391], [0.175, -1.145, -5.718], [0.103, -2.899, -5.533], [1.139, 3.123, -3.107], [-1.810, -1.239, 0.530], [-3.421, -0.375, 1.348], [-5.394, 0.698, 1.003], [-0.708, -0.234, 5.348], [3.209, 0.404, 0.192], [-0.864, -2.107, -6.783], [-5.878, 1.553, 0.802], [-5.854, 0.014, 1.580], [0.813, -0.040, 3.855], [2.231, 0.464, 1.166], [-1.467, 0.509, -4.197], [2.223, 0.101, 3.667], [5.369, -0.096, 0.338]],
  "forces_ev_per_a": [[0.067, 0.020, -0.114], [-0.105, -0.053, 0.011], [0.013, -0.053, 0.007], [-0.030, 0.015, -0.011], [-0.032, -0.026, 0.022], [-0.076, 0.087, -0.013], [-0.009, -0.078, -0.069], [-0.012, -0.079, 0.010], [-0.036, 0.265, -0.014], [-0.008, 0.038, -0.108], [-0.021, -0.059, 0.031], [-0.079, -0.025, 0.105], [-0.078, 0.056, 0.091], [-0.007, -0.029, -0.021], [-0.031, 0.000, -0.001], [-0.009, 0.027, -0.014], [0.032, -0.033, -0.082], [0.045, -0.012, -0.011], [-0.009, 0.006, 0.054], [0.075, 0.001, 0.181], [0.083, 0.049, -0.040], [-0.004, -0.088, -0.271], [0.061, 0.031, -0.057], [-0.035, -0.011, 0.019], [0.114, -0.018, -0.060], [-0.110, -0.383, 0.076], [0.129, 0.012, 0.061], [0.013, 0.026, 0.010], [0.233, 0.038, -0.019], [0.221, -0.162, 0.089], [-0.086, 0.044, 0.051], [0.019, 0.028, -0.003], [-0.017, 0.026, -0.014], [0.005, -0.017, -0.054], [-0.005, -0.027, -0.005], [-0.004, 0.024, -0.015], [-0.006, -0.038, -0.009], [-0.069, 0.024, -0.083], [-0.075, 0.137, -0.080], [-0.005, -0.011, 0.008], [0.016, 0.008, -0.007], [-0.342, 0.040, 0.081], [-0.001, 0.016, 0.019], [-0.003, 0.024, 0.006], [0.002, 0.016, 0.023], [0.337, -0.106, 0.051], [0.075, 0.076, 0.105], [-0.064, 0.025, 0.011], [-0.144, 0.160, 0.023], [-0.026, -0.012, 0.030]],
  "mulliken_spin": [0.03, 0.00, 0.00, 0.00, 0.00, -0.01, 0.01, 0.00, 0.02, -0.01, 0.00, 0.01, 0.00, 0.00, 0.00, 0.00, -0.08, 0.04, 0.01, 0.02, 0.00, 0.03, 0.00, 0.00, 0.00, 0.83, 0.00, 0.00, 0.00, 0.02, 0.07, 0.00, 0.00, 0.00, 0.00, 0.00, 0.00, 0.00, 0.00, 0.00, 0.00, -0.01, 0.00, 0.00, 0.00, 0.04, -0.02, 0.00, 0.02, 0.00]
}



{
  "formula": "C3H4FNO",
  "method": "the ωB97M-V functional and the def2-TZVPD basis",
  "homo_ev": [-8.92, -7.75],
  "charge": 0,
  "orbital_gap_ev": [8.730, 7.683],
  "elements": ["F", "C", "H", "H", "H", "C", "H", "C", "N", "O"],
  "coordinates": [[-0.108, 1.548, 2.488], [-0.242, -0.875, -0.004], [1.171, -0.294, -1.566], [0.456, -1.699, 0.177], [-1.197, -1.288, -0.338], [-0.267, 1.007, 1.313], [-0.465, 0.355, -1.809], [0.316, 0.170, -1.049], [0.777, 1.349, -0.482], [-0.440, -0.274, 1.270]],
  "forces_ev_per_a": [[0.009, -0.976, -0.093], [0.172, -0.364, -0.903], [-0.055, 0.089, -0.015], [-0.122, 0.193, -0.046], [0.138, 0.105, 0.126], [0.913, 1.016, -3.666], [0.113, -0.150, 0.059], [-0.853, -0.868, -0.092], [-0.584, 0.410, 2.978], [0.269, 0.545, 1.651]],
  "mulliken_charge": [-0.11, -0.36, 0.30, 0.24, 0.27, 0.19, 0.25, -0.14, -0.43, -0.21]
}



{
  "formula": "C3H3ClN2S",
  "method": "the ωB97M-V functional and the def2-TZVPD basis",
  "homo_ev": -8.24,
  "smiles": "Nc1ncc(Cl)s1",
  "charge": 0,
  "orbital_gap_ev": 8.820,
  "elements": ["H", "N", "Cl", "N", "H", "C", "H", "C", "C", "S"],
  "coordinates": [[1.834, 0.319, 2.148], [-0.238, 0.933, -0.142], [-1.243, -2.158, -2.399], [1.038, 0.780, 1.734], [-1.462, 0.688, -1.910], [-0.878, 0.214, -1.119], [1.085, 1.812, 1.697], [-0.695, -1.159, -1.073], [0.371, 0.150, 0.695], [0.190, -1.579, 0.370]],
  "forces_ev_per_a": [[-0.118, 0.101, -0.048], [-0.653, -0.486, -0.573], [0.364, -0.039, 1.034], [0.190, -0.537, 0.379], [0.353, -0.008, 0.325], [0.357, -1.502, -0.076], [-0.184, -1.242, -0.276], [-0.713, 1.935, -0.625], [0.063, 1.297, -0.072], [0.338, 0.481, -0.067]],
  "mulliken_charge": [0.23, -0.56, -0.19, -0.45, 0.37, -0.40, 0.26, 0.42, 0.48, -0.16]
}



{
  "formula": "H8O4",
  "method": "the ωB97M-V functional and the def2-TZVPD basis",
  "homo_ev": -10.69,
  "smiles": "O.O.O.O",
  "charge": 0,
  "orbital_gap_ev": 10.911,
  "elements": ["H", "H", "O", "H", "O", "H", "O", "O", "H", "H", "H", "H"],
  "coordinates": [[0.830, 1.950, 2.031], [0.112, -0.183, 0.173], [0.662, -1.947, -1.288], [1.575, 0.195, 0.251], [0.839, 2.303, 2.921], [-1.172, -0.050, -2.507], [-1.454, -0.198, -1.604], [0.754, 0.246, 0.739], [0.037, 1.967, 3.321], [-2.399, -0.044, -1.620], [0.332, -2.843, -1.213], [-0.117, -1.397, -1.203]],
  "forces_ev_per_a": [[-0.050, -0.387, -0.352], [-0.126, 0.045, -0.022], [0.524, -0.120, -0.075], [0.228, -0.176, -0.114], [0.159, 0.431, 0.310], [0.193, 0.077, -0.310], [-0.002, 0.062, 0.118], [-0.042, 0.415, 0.365], [-0.127, -0.108, 0.066], [-0.271, 0.005, 0.175], [0.010, -0.234, 0.035], [-0.497, -0.009, -0.195]],
  "mulliken_charge": [0.35, 0.28, -0.61, 0.32, -0.63, 0.32, -0.65, -0.65, 0.30, 0.30, 0.32, 0.36]
}



{
  "formula": "C6H10FN2",
  "method": "the ωB97M-V functional and the def2-TZVPD basis",
  "homo_ev": [-12.51, -11.73],
  "charge": 1,
  "orbital_gap_ev": [8.274, 7.936],
  "elements": ["N", "H", "F", "C", "N", "H", "C", "C", "H", "H", "H", "C", "C", "C", "H", "H", "H", "H", "H"],
  "coordinates": [[-0.796, -0.571, -0.191], [0.979, -2.397, -1.145], [3.086, 0.375, -0.504], [-1.122, 0.689, -0.066], [-2.196, 1.087, -0.762], [1.415, -3.147, 0.465], [1.933, 0.654, -0.176], [0.610, -2.594, -0.071], [-0.009, 1.134, 1.693], [0.605, -0.852, 1.416], [-0.208, -3.241, -0.199], [0.174, -1.275, 0.472], [-0.220, 1.636, 0.737], [1.256, 1.694, 0.230], [-0.562, 2.674, 0.937], [1.720, 2.684, 0.128], [-2.821, 0.380, -1.191], [-1.330, -0.932, -0.974], [-2.513, 2.001, -0.800]],
  "forces_ev_per_a": [[-0.511, 0.013, -0.202], [-0.289, -0.463, 1.466], [3.401, -0.332, -1.105], [0.430, 2.392, 0.495], [0.061, -2.396, -0.133], [-0.689, 0.856, -0.131], [-4.189, -0.680, 1.616], [1.721, 1.029, -1.719], [-0.930, 0.354, 0.142], [-0.944, -0.498, -1.046], [-1.283, -1.070, 0.002], [2.268, 0.443, 0.924], [0.949, -0.798, 0.198], [-0.179, 0.824, -1.071], [-0.256, -0.983, -0.396], [-0.284, -0.214, 0.231], [0.642, 0.866, 0.444], [0.479, -1.260, 0.186], [-0.399, 1.919, 0.097]],
  "mulliken_charge": [-0.13, 0.30, -0.19, 0.71, -0.39, 0.34, 0.19, -1.23, 0.26, 0.44, 0.41, -0.12, -0.75, -0.29, 0.44, 0.37, 0.20, 0.22, 0.22]
}



{
  "formula": "C2H6O5P2",
  "method": "the ωB97M-V functional and the def2-TZVPD basis",
  "homo_ev": -0.01,
  "charge": -2,
  "orbital_gap_ev": 6.793,
  "elements": ["C", "H", "O", "P", "H", "O", "O", "H", "H", "H", "C", "P", "O", "O", "H"],
  "coordinates": [[-0.352, -1.289, -0.078], [1.085, 1.251, -1.497], [2.781, 0.744, -1.173], [2.185, -0.100, -0.042], [-1.378, -1.266, 0.364], [2.724, -1.522, 0.009], [0.251, -2.071, 0.924], [0.700, 2.223, 0.729], [-0.212, -1.682, -1.048], [1.264, -1.945, 0.970], [0.321, 0.131, -0.185], [0.121, 1.144, 1.355], [2.188, 0.613, 1.396], [0.124, 0.930, -1.351], [-0.992, 1.669, 0.775]],
  "forces_ev_per_a": [[0.029, 2.028, 1.613], [-1.153, -0.610, -0.140], [-0.603, 0.086, 0.097], [1.286, 1.606, 2.052], [0.084, 0.314, -1.359], [-0.570, -0.185, 0.086], [1.483, -0.498, 0.880], [0.561, 1.025, 0.182], [-0.449, -1.004, -1.340], [-1.338, -0.163, -0.865], [0.840, -1.159, 0.457], [0.961, -0.554, 0.726], [1.171, -1.316, -1.385], [0.437, -0.257, -0.408], [-2.738, 0.687, -0.596]],
  "mulliken_charge": [-0.60, 0.37, -0.86, 0.69, 0.28, -0.84, -0.54, -0.04, 0.28, 0.36, 0.41, -0.26, -0.65, -0.57, -0.06]
}



What are the ΔE to the lowest compared entry with this formula, charge and spin values for these records? In order: 38.62; 0.00; 1.35; 131.23; 3.79; 19.24; 108.47; 28.02 kcal per mole.